# 1
C4H6N2OS | wB97M-V/def2-TZVPD

Properties
Structure (SMILES): [H]/N=C/NC1=COCS1
HOMO energy, eV: -7.4
Kohn-Sham gap, Ha: 0.2945
Energy, eV: -20105.4706
Spin multiplicity: 1
Maximum force, hartree/bohr: 0.10052

Geometry as XYZ:
```
14
Properties=species:S:1:pos:R:3:lowdin_charge:R:1
H -0.69 -3.09 -1.58 0.14
N -0.16 -2.07 -1.27 0.04
C 0.32 -2.27 -0.10 -0.28
N 0.77 -1.10 0.65 -0.04
C 0.50 0.21 0.24 -0.60
C -0.12 0.67 -0.86 -0.14
O -0.77 1.88 -0.71 -0.13
C -0.43 2.54 0.44 -0.40
S 0.57 1.35 1.59 0.91
H 0.51 -3.20 0.59 0.14
H 0.92 -1.31 1.63 0.10
H -0.30 0.04 -1.67 0.08
H 0.25 3.39 0.24 0.09
H -1.37 2.96 0.80 0.09
```

***

# 2
C6H24O6 | wB97M-V/def2-TZVPD

Properties
HOMO energy (alpha / beta), eV: -12.8 / -12.8
Kohn-Sham gap (alpha / beta), Ha: 0.3629 / 0.1139
Energy, eV: -18883.5209
Spin multiplicity: 2
Maximum force, hartree/bohr: 0.06992
Total charge: +1

Geometry as XYZ:
```
36
Properties=species:S:1:pos:R:3:lowdin_charge:R:1
C -1.86 -1.45 3.66 -0.13
O -2.38 -1.21 2.36 -0.14
H -1.94 -0.56 4.28 0.09
H -2.37 -2.30 4.11 0.09
H -0.82 -1.74 3.56 0.09
H -3.33 -1.22 2.27 0.10
C 1.06 1.32 -3.29 -0.17
O -0.26 1.80 -3.32 -0.12
H 1.44 1.26 -4.32 0.09
H 1.82 1.96 -2.84 0.07
H 1.00 0.37 -2.76 0.06
H -0.76 1.04 -3.62 0.07
C -0.03 -0.25 -0.01 -0.11
O 0.04 -0.05 1.38 -0.13
H -0.66 0.51 -0.46 0.09
H 0.94 -0.19 -0.49 0.07
H -0.49 -1.23 -0.16 0.10
H -0.75 -0.41 1.79 0.05
C 1.21 3.15 1.22 0.03
O 1.68 2.00 1.84 0.28
H 1.35 3.07 0.15 0.16
H 0.14 3.33 1.38 0.15
H 1.75 4.01 1.62 0.13
H 1.06 1.29 1.61 0.06
C 3.92 -1.62 -0.60 -0.18
O 4.57 -0.42 -0.96 -0.12
H 3.42 -1.49 0.36 0.06
H 3.19 -1.92 -1.35 0.08
H 4.61 -2.45 -0.44 0.08
H 5.42 -0.31 -0.54 0.08
C -3.50 -0.89 -1.07 -0.18
O -4.77 -1.23 -1.58 -0.10
H -3.63 -0.23 -0.21 0.07
H -2.94 -1.77 -0.78 0.08
H -2.95 -0.29 -1.79 0.07
H -5.18 -1.86 -0.98 0.08
```

***

# 3
C44H126N10O14 | wB97M-V/def2-TZVPD

Properties
HOMO energy (alpha / beta), eV: 0.4 / -6.9
Kohn-Sham gap (alpha / beta), Ha: 0.0611 / 0.3301
Energy, eV: -91227.5635
Spin multiplicity: 2
Maximum force, hartree/bohr: 0.05965
Total charge: -1

Geometry as XYZ:
```
194
Properties=species:S:1:pos:R:3:lowdin_charge:R:1
C -0.86 -1.24 -5.48 -0.15
O -1.42 -2.50 -5.79 -0.12
H 0.17 -1.49 -5.22 0.07
H -0.99 -0.59 -6.35 0.06
H -1.34 -0.73 -4.65 0.05
H -2.34 -2.38 -6.05 0.07
C -0.06 3.18 4.20 -0.16
O 0.19 1.82 4.49 -0.16
H 0.69 3.71 4.78 0.06
H 0.12 3.45 3.16 0.05
H -1.03 3.57 4.51 0.08
H 1.13 1.69 4.33 0.00
C -6.26 -1.10 1.36 -0.15
O -5.81 -0.48 0.16 -0.16
H -6.83 -2.00 1.17 0.06
H -5.37 -1.27 1.97 0.07
H -6.94 -0.42 1.87 0.08
H -5.16 -1.08 -0.20 0.02
C -4.31 2.75 -1.03 -0.18
O -5.34 1.85 -1.33 -0.12
H -4.57 3.77 -0.75 0.07
H -3.70 2.33 -0.23 0.06
H -3.62 2.80 -1.87 0.07
H -5.39 1.18 -0.65 0.02
C 1.38 2.43 -1.94 -0.06
C 2.71 2.80 -1.34 -0.42
C 2.68 3.48 0.07 -0.21
O 2.23 4.80 0.03 -0.19
C 2.25 5.47 1.31 -0.08
N 3.63 1.70 -1.45 0.04
H 0.76 3.31 -1.79 0.08
H 1.05 1.53 -1.42 0.07
H 1.46 2.30 -3.02 0.08
H 3.00 3.54 -2.09 0.13
H 3.72 3.41 0.40 0.10
H 2.12 2.80 0.71 0.11
H 1.88 6.47 1.13 0.09
H 3.27 5.61 1.67 0.08
H 1.71 4.81 1.99 0.06
H 3.81 1.55 -2.43 0.08
H 3.33 0.84 -1.01 0.02
C -1.02 -5.76 1.15 -0.16
C -1.67 -4.75 0.34 -0.46
C -1.95 -5.16 -1.07 -0.19
O -0.79 -5.61 -1.76 -0.17
C -0.03 -4.56 -2.38 -0.08
N -2.84 -4.22 1.06 0.06
H -1.48 -6.74 1.28 0.07
H -0.78 -5.38 2.14 0.03
H -0.05 -5.97 0.71 0.07
H -1.03 -3.86 0.31 0.11
H -2.41 -4.30 -1.56 0.10
H -2.72 -5.93 -1.08 0.13
H 0.03 -3.76 -1.65 0.05
H -0.48 -4.24 -3.32 0.09
H 1.01 -4.74 -2.67 0.09
H -2.61 -4.06 2.03 0.04
H -3.33 -5.09 1.22 0.02
C 3.69 3.67 4.03 -0.07
C 3.80 2.35 4.81 -0.38
C 3.39 2.45 6.32 -0.12
O 4.27 3.44 6.94 -0.19
C 3.98 3.67 8.31 -0.12
N 3.02 1.50 3.92 0.05
H 4.19 4.50 4.53 0.08
H 2.73 4.09 3.74 0.05
H 4.23 3.55 3.10 0.06
H 4.84 2.07 4.68 0.13
H 3.37 1.47 6.82 0.10
H 2.37 2.84 6.29 0.11
H 4.42 4.58 8.72 0.08
H 4.29 2.83 8.93 0.08
H 2.91 3.85 8.45 0.08
H 3.22 0.54 4.16 0.05
H 3.56 1.55 3.07 0.02
C -2.35 -0.52 -2.09 -0.05
C -2.17 -1.34 -0.85 -0.40
C -1.61 -0.61 0.41 -0.16
O -0.30 -0.12 0.24 -0.22
C 0.26 0.48 1.41 -0.09
N -3.42 -1.97 -0.52 0.04
H -2.60 -1.13 -2.96 0.07
H -1.40 -0.04 -2.34 0.07
H -3.08 0.28 -1.96 0.06
H -1.51 -2.17 -1.12 0.10
H -1.59 -1.39 1.18 0.11
H -2.28 0.17 0.77 0.13
H -0.28 1.42 1.52 0.07
H 1.32 0.69 1.29 0.07
H 0.11 -0.06 2.35 0.08
H -3.71 -2.61 -1.25 0.08
H -3.33 -2.58 0.28 0.02
C 1.76 -1.26 -2.64 -0.05
C 2.54 -1.91 -1.53 -0.39
C 4.05 -2.24 -1.92 -0.18
O 4.07 -3.25 -2.92 -0.18
C 5.31 -3.24 -3.61 -0.11
N 2.62 -1.10 -0.34 0.05
H 2.28 -0.40 -3.07 0.08
H 0.74 -1.07 -2.30 0.07
H 1.72 -2.09 -3.35 0.07
H 1.94 -2.79 -1.28 0.11
H 4.53 -2.64 -1.03 0.11
H 4.68 -1.37 -2.08 0.11
H 5.58 -2.27 -4.01 0.08
H 5.30 -4.02 -4.37 0.09
H 6.13 -3.50 -2.94 0.08
H 2.95 -1.56 0.49 0.03
H 1.69 -0.80 -0.09 0.04
C -6.40 -4.43 -0.53 -0.06
C -6.30 -5.96 -0.64 -0.46
C -5.96 -6.69 0.67 -0.18
O -4.57 -6.46 0.97 -0.24
C -4.08 -7.23 2.05 -0.20
N -7.59 -6.37 -1.13 0.02
H -6.29 -4.00 -1.53 0.08
H -5.56 -4.12 0.09 0.06
H -7.31 -4.16 0.01 0.07
H -5.58 -6.21 -1.42 0.13
H -6.31 -7.72 0.62 0.12
H -6.55 -6.18 1.43 0.12
H -4.86 -7.41 2.80 0.08
H -3.29 -6.68 2.56 0.04
H -3.59 -8.14 1.70 0.08
H -7.57 -7.38 -1.25 0.06
H -8.13 -6.30 -0.28 0.06
C -2.30 1.23 -8.39 -0.07
C -3.67 1.92 -8.25 -0.41
C -4.00 2.06 -6.70 -0.18
O -4.16 0.82 -6.00 -0.21
C -4.32 0.99 -4.57 -0.10
N -3.74 3.22 -8.95 0.03
H -2.02 1.23 -9.44 0.07
H -2.34 0.18 -8.08 0.07
H -1.55 1.79 -7.83 0.08
H -4.43 1.33 -8.77 0.13
H -4.95 2.57 -6.51 0.12
H -3.17 2.57 -6.23 0.12
H -3.45 1.43 -4.08 0.07
H -4.48 0.04 -4.06 0.08
H -5.22 1.56 -4.34 0.09
H -3.39 2.83 -9.81 0.06
H -3.10 3.86 -8.50 0.06
C 1.09 -2.86 2.36 -0.11
C 2.27 -2.15 2.90 -0.47
C 2.34 -2.27 4.49 -0.20
O 3.44 -1.45 4.94 -0.25
C 3.51 -1.33 6.34 -0.14
N 3.47 -2.64 2.33 0.05
H 1.06 -2.66 1.29 0.07
H 0.16 -2.49 2.78 0.07
H 1.16 -3.94 2.48 0.07
H 2.24 -1.10 2.61 0.10
H 2.48 -3.34 4.65 0.09
H 1.43 -1.97 5.02 0.10
H 2.62 -0.78 6.64 0.08
H 4.40 -0.76 6.58 0.08
H 3.57 -2.29 6.85 0.08
H 3.47 -3.65 2.23 0.07
H 4.19 -2.43 3.01 0.07
C -3.13 6.74 -2.32 -0.05
C -2.88 7.13 -0.84 -0.43
C -1.85 6.19 -0.04 -0.16
O -2.03 4.80 -0.37 -0.21
C -1.34 3.87 0.49 -0.08
N -2.49 8.51 -0.85 0.01
H -3.50 5.72 -2.46 0.06
H -2.15 6.82 -2.80 0.08
H -3.90 7.40 -2.70 0.07
H -3.80 7.08 -0.27 0.12
H -2.06 6.34 1.02 0.11
H -0.84 6.57 -0.15 0.11
H -1.78 4.08 1.47 0.09
H -0.28 4.10 0.45 0.07
H -1.44 2.83 0.18 0.07
H -3.26 9.05 -1.21 0.07
H -2.49 8.77 0.13 0.07
C 6.21 -0.61 0.75 -0.06
C 5.78 0.48 1.73 -0.38
C 6.78 1.66 1.59 -0.17
O 8.11 1.18 1.80 -0.21
C 9.08 2.18 1.75 -0.13
N 4.43 0.94 1.39 0.05
H 7.21 -0.98 1.00 0.08
H 6.11 -0.28 -0.28 0.08
H 5.51 -1.45 0.71 0.05
H 5.74 0.10 2.75 0.13
H 6.63 2.40 2.38 0.12
H 6.64 2.06 0.59 0.13
H 9.00 2.64 0.77 0.09
H 10.00 1.64 1.99 0.09
H 8.93 2.92 2.54 0.08
H 4.41 1.44 0.51 0.02
H 3.93 0.11 1.09 0.03
```